Record 1
DFT (wB97M-V/def2-TZVPD) results for C10H20Br2IN4OSi as an isolated structure at a distorted geometry.

Values from the calculation:
Multiplicity = 1
Total charge = -1
Strongest force on any atom = 10.0 eV/Å
Lowest unoccupied orbital energy = 2.08 eV
E_HOMO = -1.82 eV
Orbital gap = 3.90 eV

Each line ends with the natural charge from an NBO analysis.
Element x y z (Å)
H1 1.41 1.56 -2.70  0.376
H2 0.84 0.83 -4.11  0.360
C1 -0.04 -0.93 1.49  -0.905
O1 1.98 -1.17 2.89  -0.716
H3 0.19 -1.52 -4.04  0.353
H4 0.85 0.60 4.21  0.170
Br1 -3.03 2.06 1.15  0.056
H5 -2.66 -2.49 -0.39  0.240
H6 2.05 2.36 2.05  0.336
Br2 -5.51 0.08 0.29  0.034
C2 -3.43 -1.82 -0.86  -0.673
C3 -2.60 0.35 0.22  -0.528
H7 2.22 0.21 -0.97  0.373
N1 0.75 0.88 -3.10  -0.894
H8 1.81 -1.09 -4.26  0.348
H9 1.97 0.15 1.30  0.138
Si1 -0.75 -0.02 -0.07  1.655
H10 1.51 2.89 3.54  0.359
H11 -0.16 -2.06 -1.37  0.260
H12 0.11 -2.04 1.29  0.223
N2 1.89 2.08 3.03  -0.865
C4 0.91 -0.47 -2.46  0.433
H13 2.91 -0.29 -2.36  0.345
H14 -0.86 -0.86 2.26  0.252
H15 2.02 -2.00 2.36  0.445
I1 1.81 0.63 5.49  -0.672
C5 0.14 1.68 -0.08  -0.478
H16 -4.44 -2.35 -0.88  0.239
C6 0.86 0.99 3.10  -0.321
C7 -3.66 -0.45 -0.13  -0.067
H17 -1.22 -1.01 -2.40  0.237
N3 2.18 -0.54 -1.67  -0.840
C8 0.61 2.81 -0.19  -0.226
N4 1.11 -1.44 -3.60  -0.848
C9 -0.36 -0.97 -1.67  -0.914
C10 1.23 -0.20 2.10  0.099
H18 0.80 3.90 -0.31  0.244
H19 -3.22 -1.60 -1.96  0.228
H20 -0.15 1.47 2.82  0.142

Record 2
DFT (wB97M-V/def2-TZVPD) results for C10H20Cl15InNO2 as an isolated structure.

Values from the calculation:
Multiplicity = 1
Total charge = -1
Strongest force on any atom = 0.7 eV/Å
Lowest unoccupied orbital energy = 1.97 eV
E_HOMO = -3.91 eV
Orbital gap = 5.88 eV

Each line ends with the Löwdin charge.
Element x y z (Å)
H1 -1.08 5.89 -5.17  -0.077
Cl1 0.74 2.03 6.25  0.500
Cl2 -2.92 -3.27 2.55  0.532
C1 -1.51 -2.28 2.96  -1.506
C2 -2.54 -7.00 1.89  -1.572
N1 3.60 -1.59 0.16  -0.215
H2 -2.78 -5.96 1.71  -0.043
C3 -1.75 0.54 0.33  -0.389
H3 -1.49 -1.42 2.29  -0.037
C4 2.30 -2.15 0.56  -0.199
C5 1.25 0.51 5.49  -1.571
Cl3 -2.67 -7.28 3.63  0.515
Cl4 -0.90 -7.28 1.33  0.526
H4 -2.36 1.45 0.25  0.132
C6 -0.42 0.76 -0.45  -0.363
O1 -1.51 0.30 1.73  -0.103
Cl5 1.02 1.51 -4.20  0.547
In1 2.55 1.26 -0.44  0.482
Cl6 1.51 4.23 -5.08  0.530
H5 1.51 -1.83 -0.13  0.059
H6 -0.34 -0.04 -1.21  0.100
H7 0.43 -0.20 5.60  -0.054
Cl7 -1.64 -1.70 4.62  0.548
Cl8 -0.58 7.67 -3.74  0.530
H8 -1.94 -1.56 0.05  0.075
H9 2.33 -3.24 0.58  0.054
C7 3.51 -0.67 -1.00  -0.361
C8 -2.53 -0.66 -0.16  -0.063
Cl9 -0.03 7.43 -6.58  0.508
H10 2.99 -1.22 -1.79  0.019
C9 -1.11 6.97 -5.27  -1.581
C10 0.43 2.84 -5.17  -1.534
H11 -3.48 -0.75 0.36  0.075
H12 -1.26 1.13 2.14  0.094
H13 1.99 -1.80 1.54  0.020
H14 3.46 1.89 0.96  -0.110
H15 4.53 -0.49 -1.34  0.015
H16 -0.55 1.70 -1.01  0.095
H17 2.48 2.51 -1.68  -0.129
Cl10 -2.78 7.44 -5.63  0.512
H18 -2.72 -0.59 -1.23  0.082
Cl11 -1.22 3.29 -4.70  0.533
O2 0.67 0.81 0.39  -0.419
H19 3.94 -1.05 0.95  0.056
H20 0.39 2.52 -6.21  0.008
Cl12 1.58 0.72 3.79  0.577
Cl13 -0.03 -3.20 2.74  0.587
Cl14 2.64 -0.17 6.35  0.506
Cl15 -3.69 -8.00 1.00  0.509

Record 3
DFT (wB97M-V/def2-TZVPD) results for an isolated ion of composition C10H20ClNO5P and charge +1 at a distorted geometry.

Values from the calculation:
Multiplicity = 1
SMILES = CCCO[C@@H]1[C@@H](Cl)[N@@H+](CCC(=O)O)C[C@H]1P(O)O
Total charge = +1
Strongest force on any atom = 3.7 eV/Å
Lowest unoccupied orbital energy = -2.96 eV
E_HOMO = -12.04 eV
Orbital gap = 9.07 eV

Each line ends with the natural charge from an NBO analysis.
Element x y z (Å)
C1 -1.35 -0.64 -2.71  -0.061
H1 0.51 2.15 1.30  0.443
H2 3.88 -0.94 -2.34  0.516
H3 1.96 0.94 -1.01  0.249
C2 -1.80 -2.09 -4.67  -0.600
C3 1.46 0.13 -0.48  -0.598
C4 -0.31 1.20 5.02  0.796
H4 1.30 -0.59 1.55  0.249
O1 2.70 -2.17 0.47  -0.978
Cl1 -2.29 0.17 0.49  0.022
C5 -1.39 -0.68 -4.24  -0.420
H5 -2.31 -0.30 -2.36  0.181
O2 -0.30 0.07 5.27  -0.520
H6 -1.50 1.55 2.66  0.247
C6 -0.02 0.03 -0.90  0.105
H7 2.22 0.82 1.33  0.250
H8 -1.18 -1.66 -2.36  0.172
H9 -0.63 0.00 2.82  0.247
H10 -0.93 -2.74 -4.65  0.211
H11 -2.32 -2.11 -5.62  0.226
H12 1.37 1.37 3.66  0.248
C7 -0.54 1.06 2.62  -0.213
C8 1.29 0.35 1.02  -0.262
C9 0.33 1.67 3.72  -0.538
P1 2.37 -1.44 -0.96  1.341
C10 -0.78 1.01 0.06  -0.069
H13 2.04 -2.86 0.62  0.511
H14 -2.18 -0.02 -4.55  0.207
N1 0.10 1.21 1.27  -0.369
O3 -0.27 0.18 -2.22  -0.517
H15 -2.49 -2.47 -3.92  0.198
O4 -0.89 2.14 5.78  -0.699
H16 -0.28 -0.95 -0.49  0.174
H17 -0.48 2.14 6.66  0.518
H18 -0.92 1.94 -0.47  0.251
H19 -0.43 -0.37 -4.64  0.220
H20 0.20 2.75 3.64  0.230
O5 3.83 -0.89 -1.38  -0.969

Record 4
DFT (wB97M-V/def2-TZVPD) results for an isolated molecule of C10H20FNO5S at a distorted geometry.

Values from the calculation:
Multiplicity = 1
SMILES = CCOCCN(CCCC(=O)OCC)S(=O)(=O)F
Strongest force on any atom = 3.5 eV/Å
Lowest unoccupied orbital energy = 0.56 eV
E_HOMO = -9.95 eV
Orbital gap = 10.50 eV

Each line ends with the natural charge from an NBO analysis.
Element x y z (Å)
H1 -0.53 1.79 -1.95  0.245
H2 -3.12 0.02 2.33  0.222
H3 -2.62 -1.65 1.82  0.218
H4 2.35 1.42 1.67  0.204
H5 2.46 -0.78 2.55  0.191
H6 -2.03 3.35 -0.83  0.242
F1 3.77 0.29 -1.62  -0.456
O1 2.48 -1.86 0.85  -0.541
H7 -1.63 -0.20 1.37  0.192
C1 -3.54 -0.42 0.27  -0.074
H8 0.89 -0.74 1.69  0.168
H9 -0.84 0.55 -0.74  0.202
H10 0.68 -3.96 0.63  0.205
H11 2.20 -2.03 -1.20  0.178
O2 2.62 2.40 -2.08  -0.911
H12 -2.93 -0.70 -0.60  0.182
N1 1.56 0.89 -0.25  -0.676
C2 2.44 0.61 0.92  -0.262
C3 -3.19 1.57 -0.81  0.823
O3 1.61 0.38 -2.68  -0.920
C4 -0.69 1.64 -0.87  -0.398
H13 3.51 0.53 0.69  0.231
O4 -3.99 0.95 0.15  -0.555
C5 1.32 -3.77 -0.25  -0.630
S1 2.38 1.05 -1.70  2.509
C6 1.65 -2.26 -0.26  -0.068
C7 -2.65 -0.58 1.54  -0.636
H14 0.94 2.97 -0.38  0.228
H15 0.80 -4.03 -1.18  0.218
H16 0.28 2.02 1.01  0.214
C8 0.59 1.98 -0.04  -0.232
H17 -1.94 2.48 0.76  0.215
C9 -1.96 2.37 -0.34  -0.526
H18 -4.40 -1.10 0.36  0.198
O5 -3.46 1.52 -1.93  -0.528
H19 2.27 -4.32 -0.16  0.218
H20 0.76 -1.62 -0.29  0.172
C10 1.99 -0.75 1.55  -0.060

Record 5
DFT (wB97M-V/def2-TZVPD) results for C10H20MgN4O7 as an isolated structure at a distorted geometry.

Values from the calculation:
Multiplicity = 1
Strongest force on any atom = 4.9 eV/Å
Lowest unoccupied orbital energy (spin up / spin down) = -0.43 / -1.45 eV
E_HOMO (spin up / spin down) = -7.31 / -6.91 eV
Orbital gap (spin up / spin down) = 6.87 / 5.46 eV

Each line ends with the natural charge from an NBO analysis.
Element x y z (Å)
H1 0.45 2.88 -0.29  0.492
H2 -3.49 -2.92 -2.19  0.235
H3 3.49 3.11 1.60  0.240
C1 0.52 1.63 -2.62  -0.551
H4 -1.97 1.84 0.61  0.536
C2 -3.32 -1.12 0.09  0.014
H5 -1.10 1.96 -0.63  0.508
H6 4.26 -0.20 -1.08  0.248
H7 1.48 3.53 -1.20  0.479
C3 4.17 -0.32 0.01  -0.671
H8 1.32 2.17 -3.10  0.173
C4 -2.83 -3.17 -1.34  -0.691
Mg1 -0.46 -0.03 0.86  1.680
O1 1.02 2.11 2.72  -0.386
H9 -5.08 -2.06 0.77  0.220
H10 3.53 2.16 3.08  0.249
C5 -0.27 -1.45 2.40  0.462
H11 -1.96 -3.75 -1.71  0.264
O2 -1.01 1.76 0.34  -1.054
N1 -1.09 -1.54 -0.56  -0.359
O3 -0.18 -2.33 3.11  -0.403
H12 -0.39 2.09 -2.28  0.122
H13 0.50 0.52 -2.62  0.191
H14 0.75 -2.06 -1.15  0.489
C6 -4.77 -1.29 0.05  -0.670
O4 1.14 2.63 -0.99  -0.904
H15 4.64 1.78 1.72  0.222
C7 3.62 2.08 1.98  -0.680
H16 5.00 0.25 0.45  0.218
C8 2.57 1.17 1.41  0.165
O5 -3.43 0.91 1.10  -0.612
C9 2.81 0.13 0.46  0.176
H17 -3.40 -3.81 -0.64  0.230
C10 -2.37 -1.91 -0.63  0.254
H18 4.31 -1.37 0.29  0.247
H19 -5.26 -0.35 0.31  0.257
O6 -0.28 -2.38 -1.36  -0.625
H20 -5.14 -1.64 -0.93  0.215
N2 1.71 -0.55 0.05  -0.183
O7 2.02 -1.51 -0.80  -0.469
N3 -2.77 -0.16 0.84  -0.176
N4 1.29 1.23 1.85  -0.153

Record 6
DFT (wB97M-V/def2-TZVPD) results for C10H20N2O4Zn as an isolated structure at a distorted geometry.

Values from the calculation:
Multiplicity = 1
Total charge = +2
Strongest force on any atom = 1.7 eV/Å
Lowest unoccupied orbital energy = -11.64 eV
E_HOMO = -16.24 eV
Orbital gap = 4.59 eV

Each line ends with the natural charge from an NBO analysis.
Element x y z (Å)
H1 1.71 -0.89 -1.84  0.157
C1 -0.30 -2.05 2.01  0.247
H2 -1.36 -1.74 2.06  0.110
O1 0.19 2.00 1.23  -0.413
H3 -2.57 3.24 -0.64  0.288
C2 0.55 -1.05 0.01  0.024
H4 3.03 0.87 0.73  0.218
H5 -2.87 0.85 0.92  0.240
H6 0.31 -1.30 2.53  0.148
H7 3.88 -1.59 -0.80  0.237
C3 1.74 -1.45 -0.89  -0.398
H8 1.69 -2.52 -1.07  0.261
H9 -2.21 -1.17 0.22  0.407
Zn1 -0.92 -0.13 -3.42  1.749
N1 -1.93 -1.06 -0.75  -0.863
H10 -2.45 2.39 1.70  0.296
C4 -1.38 1.75 -1.56  0.775
O2 0.12 -2.20 0.67  -0.513
C5 -2.10 1.38 1.47  -0.763
H11 2.79 0.95 -1.00  0.179
H12 -0.84 3.68 -0.81  0.288
H13 -1.85 -2.02 -1.08  0.402
C6 3.34 0.42 -0.22  -0.622
C7 -0.63 -0.45 -0.83  0.229
H14 0.93 -0.31 0.71  0.236
C8 -0.78 1.53 0.75  0.725
H15 4.40 0.66 -0.34  0.252
O3 -1.77 1.27 -2.68  -0.847
H16 3.12 -1.50 0.76  0.228
N2 -0.68 1.02 -0.70  -0.501
O4 -0.14 -3.31 2.55  -0.682
H17 -1.94 3.68 -2.21  0.290
H18 -0.32 -3.28 3.50  0.496
C9 3.08 -1.09 -0.24  -0.409
C10 -1.69 3.18 -1.28  -0.737
H19 -1.89 0.91 2.43  0.291
H20 -0.27 -0.69 -1.91  -0.024